The following is a DFT calculation (wB97M-V/def2-TZVPD) of a structure of composition C19H32BaCl2N3O4 at a distorted geometry.

* energy relative to the best compared isomer or geometry (same formula, charge and spin): 38.1 kJ/mol
* frontier orbital gap (alpha / beta): 0.0829 / 0.0722 Ha
* highest occupied orbital energy (alpha / beta): -0.43 / -0.11 eV
* strongest force on any atom: 3.5 eV Å⁻¹
* total charge: -1
* LUMO level (alpha / beta): 1.82 / 1.86 eV

Geometry as XYZ:
```
61
Properties=species:S:1:pos:R:3:forces:R:3
C -1.791 3.258 -0.421 0.37 -0.60 0.01
H 2.355 1.283 1.868 0.24 -0.27 0.03
C -0.448 1.164 -3.378 -0.06 0.13 -0.46
O -1.252 -0.507 3.141 -0.35 -1.79 0.98
H 5.422 -1.269 2.130 -0.08 -0.10 -0.11
H -5.021 7.545 -0.239 0.29 -0.24 -0.09
C -0.427 -3.248 -0.750 -0.69 1.56 -0.19
H -5.809 5.297 0.509 0.13 0.14 -0.03
H -1.234 -3.695 3.337 -0.15 0.28 -0.05
H -2.665 7.826 -1.007 0.01 -0.27 0.12
H 1.632 -5.647 -1.057 0.01 0.08 0.10
C 4.960 -0.811 1.245 0.03 0.20 0.05
H 2.015 -0.903 -1.869 0.10 -0.05 0.06
H -1.407 -6.132 -1.477 0.05 0.10 0.00
C -1.907 -2.858 3.105 -0.06 0.00 -0.27
O 0.132 -2.548 0.104 -0.29 -0.71 -0.13
H -1.363 -2.486 5.619 0.15 0.32 -0.25
H -1.941 -2.711 2.022 -0.02 -0.09 0.17
H 1.569 -2.334 -4.088 0.01 0.02 0.00
C -4.788 5.436 0.163 0.41 -0.19 -0.05
C 0.597 0.370 -2.793 -0.40 -0.34 3.45
N -1.141 -1.661 5.077 -0.10 -0.05 0.10
C 1.969 -1.309 -4.043 0.17 -0.07 -0.19
H 5.622 1.790 1.695 -0.16 0.03 0.06
H 0.558 -5.982 0.313 0.04 0.06 0.01
H -1.612 -4.659 -2.467 0.13 -0.20 0.03
H -0.419 2.174 -2.923 -0.19 -0.09 -0.41
H -0.211 -5.743 -2.733 -0.07 0.10 0.04
C 4.844 1.374 2.344 -0.30 -0.06 -0.20
H -0.808 -0.828 5.548 -0.16 -0.25 -0.16
H -1.110 5.835 -1.014 -0.18 0.12 -0.07
C -3.013 6.842 -0.687 0.04 0.00 0.01
H 1.498 -4.459 0.280 -0.10 -0.06 -0.12
H 4.370 -1.549 0.700 -0.01 0.19 0.07
C -3.930 4.333 0.143 -0.22 0.47 -0.21
H 5.329 0.988 3.251 -0.11 0.08 -0.06
H -0.805 3.373 -0.899 -0.13 -0.19 0.08
Cl 1.307 2.550 0.013 0.01 0.35 0.43
H 5.772 -0.424 0.615 -0.19 -0.19 -0.02
C 1.506 -0.562 -2.785 -0.03 -0.21 -1.38
O 2.085 -0.597 1.145 0.78 0.39 0.43
H -2.914 -3.114 3.466 0.25 0.13 -0.07
C -4.336 6.692 -0.267 -0.09 -0.41 0.21
C 2.803 0.318 1.563 -1.40 0.01 -0.16
C 0.957 -5.186 -0.328 -0.16 0.00 -0.15
N 4.133 0.308 1.661 0.94 -0.29 0.16
H 1.625 -0.771 -4.939 0.07 -0.18 0.15
H -4.261 3.351 0.485 0.07 0.26 -0.18
C -0.880 -5.311 -1.980 -0.02 0.52 0.08
N -0.125 -4.510 -1.030 0.79 -1.42 0.21
H 3.063 -1.391 -4.091 0.08 -0.03 -0.05
C -1.422 -1.585 3.750 0.42 1.41 -0.38
H 4.122 2.153 2.608 0.25 -0.04 -0.04
Ba -0.601 0.191 0.570 1.14 -0.66 -1.54
H -1.430 0.718 -3.116 0.43 0.19 -0.23
C -2.152 5.747 -0.713 -0.20 -0.70 -0.07
O -2.140 2.163 0.041 -0.19 1.67 -0.41
H -0.362 1.263 -4.476 -0.46 0.36 -0.49
C -2.620 4.464 -0.350 -0.85 0.57 0.55
Cl -2.633 -1.187 -1.238 -0.64 0.33 0.26
H -1.271 -2.828 -1.352 0.61 -0.29 0.34
```
Positions in Å, forces in eV/Å.

Atom charges from the Mulliken analysis, given in e for atoms 1 to 6: atom 1 (C): 0.283, atom 2 (H): 0.232, atom 3 (C): -0.823, atom 4 (O): -0.679, atom 5 (H): 0.314, atom 6 (H): 0.344